Entry from the OMol25 dataset: 2 unconnected molecules or ions with the total composition C6H14N2O2 (ωB97M-V/def2-TZVPD).

Geometry (Å):
C1 0.56996 -2.11849 0.54552
C2 -0.17266 0.89221 2.75852
C3 0.71428 -1.11064 1.65663
O1 1.31265 -1.42770 2.67906
N1 0.03428 0.05634 1.60796
H1 0.12380 -2.97406 1.05354
H2 -0.45445 0.35013 0.77813
H3 -0.72343 1.76406 2.47226
H4 -0.62528 0.35926 3.59695
H5 -0.08205 -1.89351 -0.29275
H6 1.56446 -2.40307 0.19713
H7 0.76081 1.27330 3.19636
C4 -1.84863 2.00660 -1.50679
C5 1.21640 0.08955 -2.38137
C6 -0.20094 0.29666 -1.92886
O2 -1.03561 -0.57993 -2.02970
N2 -0.48829 1.45436 -1.23543
H8 0.19294 2.19602 -1.25678
H9 -1.73587 3.07801 -1.67608
H10 1.60665 -0.74102 -1.80940
H11 -2.36307 1.43683 -2.27577
H12 -2.44492 1.92624 -0.59240
H13 1.27116 -0.25154 -3.41801
H14 1.84376 0.97380 -2.32947

## Properties
2S+1: 1
SMILES: CNC(C)=O.CNC(C)=O
HOMO energy in Eh: -0.343
Total charge: 0
Kohn-Sham gap in eV: 9.9
Total energy in eV: -13524.7415
Molecular weight in g mol⁻¹: 146.19

***

Entry from the OMol25 dataset: C4H7NOS in the gas phase (ωB97M-V/def2-TZVPD).

Geometry (Å):
C1 2.40590 0.00868 0.00747
C2 0.56290 -1.43786 0.17659
C3 -0.39656 -0.35343 -0.28903
C4 -1.93262 1.22695 0.16088
N1 1.98464 -1.15595 0.25093
O1 -1.23321 0.03504 0.65011
S1 1.40081 1.38966 -0.44995
H1 3.47288 0.39544 0.04502
H2 0.41106 -1.81138 1.13507
H3 0.28193 -2.35681 -0.54495
H4 -0.60133 -0.21885 -1.40286
H5 -1.28175 1.99426 0.22282
H6 -2.68531 1.32944 0.80630
H7 -2.38934 0.95482 -0.76840

## Properties
2S+1: 1
HOMO energy in Eh: -0.306
Total charge: 0
Kohn-Sham gap in eV: 8.4
Total energy in eV: -18631.1919
Molecular weight in g mol⁻¹: 117.17

***

Entry from the OMol25 dataset: 2 unconnected molecules or ions with the total composition C57H70N5O2 (ωB97M-V/def2-TZVPD).

Geometry (Å):
C1 -2.63615 0.90263 -4.28942
C2 -1.33530 0.18289 -4.60427
C3 -1.50644 -1.32270 -4.39411
C4 -1.06137 0.43264 -6.09711
C5 -0.11434 0.67085 -3.78022
C6 1.11899 0.14619 -4.17086
C7 2.30307 0.72259 -3.72523
C8 2.25009 1.89112 -2.97242
C9 1.03739 2.40621 -2.49334
C10 1.12892 3.82425 -1.85593
C11 -0.13678 4.42121 -1.27434
C12 1.62802 4.79472 -2.93727
C13 2.12983 3.77109 -0.71046
C14 -0.11668 1.59522 -2.69183
N1 -1.15375 1.53586 -1.68951
C15 -1.29363 0.56149 -0.71905
C16 -0.39612 -0.51089 -0.46684
C17 -1.01557 -1.81791 -0.40573
C18 -2.36443 -2.00815 -0.86138
C19 -3.13278 -3.05192 -0.39402
C20 -2.56495 -3.87264 0.61137
N2 -3.42747 -4.29072 1.66019
O1 -2.91349 -4.68907 2.72952
O2 -4.66639 -4.16672 1.49466
C21 -1.16882 -3.91651 0.80786
C22 -0.40203 -2.97319 0.15211
N3 -2.50903 0.82409 -0.08719
C23 -3.11001 0.12632 1.01591
C24 -2.35491 -0.05750 2.20215
C25 -1.48333 1.05461 2.84952
C26 -0.64235 0.44373 3.96980
C27 -2.45249 2.09452 3.44139
C28 -0.57226 1.79370 1.89079
C29 -2.65225 -1.18973 2.97704
C30 -3.95840 -1.66645 2.98106
C31 -4.87361 -1.09293 2.10865
C32 -4.45693 -0.34467 0.99348
C33 -5.59208 -0.12144 -0.06148
C34 -6.55692 -1.32684 -0.06135
C35 -5.15318 0.01525 -1.50696
C36 -6.39956 1.11026 0.35739
C37 -3.00214 2.03889 -0.57150
C38 -2.23499 2.40957 -1.60441
H1 -2.52899 1.98870 -4.39557
H2 -3.40461 0.56948 -5.00308
H3 -3.00666 0.65732 -3.29151
H4 -0.67529 -1.87981 -4.84294
H5 -1.53982 -1.56616 -3.32474
H6 -2.44091 -1.66770 -4.85802
H7 -0.18714 -0.11815 -6.45942
H8 -1.92777 0.11910 -6.69356
H9 -0.89646 1.50142 -6.28067
H10 1.15600 -0.69515 -4.86685
H11 3.26434 0.29839 -4.01539
H12 3.18067 2.42359 -2.76971
H13 -0.50852 3.84549 -0.42145
H14 0.11146 5.42073 -0.88417
H15 -0.90971 4.55889 -2.03424
H16 2.59307 4.48932 -3.35587
H17 0.89892 4.84463 -3.75633
H18 1.74001 5.80283 -2.51926
H19 3.14860 3.58624 -1.06256
H20 2.14826 4.71304 -0.14482
H21 1.86231 2.97121 -0.00943
H22 0.64413 -0.36982 -0.76065
H23 -2.77967 -1.31170 -1.58644
H24 -4.17095 -3.21111 -0.67762
H25 -0.76998 -4.66336 1.49033
H26 0.67490 -3.07994 0.07401
H27 -0.08477 -0.43068 3.61078
H28 0.08590 1.16957 4.35132
H29 -1.27121 0.13402 4.81387
H30 -3.04048 2.57060 2.64576
H31 -3.15476 1.62270 4.14102
H32 -1.89853 2.87881 3.97274
H33 -1.12829 2.40927 1.18108
H34 0.07295 2.47546 2.46668
H35 0.07194 1.09974 1.34460
H36 -1.93057 -1.64601 3.65706
H37 -4.27897 -2.39939 3.72150
H38 -5.92826 -1.31788 2.27105
H39 -7.22395 -1.32384 0.80736
H40 -7.20066 -1.28741 -0.94957
H41 -6.01324 -2.27882 -0.08645
H42 -4.64308 0.95572 -1.71238
H43 -4.53907 -0.83700 -1.80847
H44 -6.04964 0.00104 -2.14496
H45 -5.78159 2.01436 0.37067
H46 -7.22895 1.27107 -0.34418
H47 -6.81768 0.97113 1.36163
H48 -3.89144 2.49727 -0.16909
H49 -2.37192 3.22296 -2.29579
C39 5.95252 -6.20460 0.79886
N4 4.63464 -5.78914 1.20688
C40 3.65598 -6.73754 1.70252
C41 2.43684 -5.85675 2.07605
C42 2.86009 -4.46767 1.73707
C43 4.16552 -4.51577 1.19922
C44 4.77878 -3.36466 0.67828
C45 4.02795 -2.20517 0.58729
C46 2.67655 -2.11894 1.06746
C47 1.83754 -0.92999 0.90218
C48 2.55830 0.34169 0.99812
C49 2.50367 1.09921 2.19746
C50 3.34750 2.17291 2.38804
C51 4.30731 2.50071 1.40419
N5 5.00354 3.60449 1.78673
C52 5.99983 4.28503 0.99773
C53 4.52847 4.14821 3.04549
C54 3.45985 3.13550 3.51459
C55 4.40307 1.76198 0.20732
C56 3.46799 0.76345 -0.01890
C57 2.18451 -3.26350 1.77869
H50 6.48713 -5.35428 0.36557
H51 6.53318 -6.58327 1.65408
H52 5.89332 -7.00851 0.05203
H53 3.40427 -7.47655 0.92561
H54 4.04629 -7.29387 2.56707
H55 1.55595 -6.16500 1.49494
H56 2.18708 -5.97634 3.13666
H57 5.80885 -3.41700 0.32589
H58 4.49936 -1.33669 0.13405
H59 0.87686 -0.98800 1.42580
H60 1.85925 0.77485 3.01794
H61 6.61954 3.55908 0.45823
H62 5.55177 4.97236 0.26074
H63 6.63637 4.87457 1.66863
H64 5.35483 4.24393 3.76498
H65 4.09780 5.15363 2.90711
H66 2.50929 3.64003 3.73325
H67 3.78904 2.64453 4.44015
H68 5.19045 1.99872 -0.51062
H69 3.45619 0.22684 -0.97116
H70 1.23747 -3.19858 2.32083

## Properties
2S+1: 1
HOMO energy in Eh: -0.322
Total charge: +1
Kohn-Sham gap in eV: 4.4
Total energy in eV: -71778.1514
Molecular weight in g mol⁻¹: 857.22